(1)
ORCA calculation (wB97M-V/def2-TZVPD) on a 7-piece molecular cluster, C33H87BClN5O28P7 overall at a distorted geometry.

Summary:
Lowest unoccupied orbital energy in eV: -4.90
Charge: +1
Calculated total energy in eV: -178598.218
HOMO-LUMO gap in Ha: 0.19649

CARTESIAN COORDINATES (ANGSTROEM)
C (-2.0311, 5.9801, 2.5176)
C (-2.0289, 5.1328, 1.2864)
N (-0.7485, 4.8096, 0.4847)
C (-1.2291, 4.3122, -0.8572)
C (-0.0070, 3.6264, -1.7832)
C (-0.7816, 2.9626, -3.0356)
N (0.0460, 2.5486, -4.2328)
C (0.8375, 4.9145, -2.3166)
C (0.3598, 5.6459, -3.6993)
O (1.1061, 5.3977, -4.8112)
Cl (-1.0764, 6.8069, -3.9019)
C (0.8797, 2.5742, -0.8159)
P (-0.0223, 0.8840, -0.7055)
N (0.2164, 0.0473, -2.1167)
O (-1.7525, 1.1489, -0.3959)
O (0.4751, -0.2710, 0.4569)
C (1.4007, 3.2233, 0.5671)
C (2.4423, 4.4597, 0.5665)
C (3.9685, 4.2674, 0.1084)
C (4.3702, 3.4398, -1.2025)
N (4.8062, 1.9773, -0.9669)
B (2.0243, 2.2259, 1.7192)
O (1.1918, 1.8633, 2.9258)
N (3.3900, 1.5674, 1.7347)
C (3.9980, 2.0143, 3.0817)
C (3.3420, 0.0660, 1.8416)
C (0.0145, 3.8156, 1.3082)
H (-2.5643, 7.0325, 2.4852)
H (-1.5816, 5.6569, 3.5617)
H (-3.0609, 4.6681, 0.9589)
H (-0.2106, 5.7027, 0.4715)
H (-2.2016, 3.6653, -0.8384)
H (-1.5177, 5.2935, -1.4758)
H (-1.4823, 2.0300, -2.8072)
H (-1.5829, 3.7477, -3.4551)
H (-0.3312, 1.6121, -4.5690)
H (1.0324, 2.4058, -3.9239)
H (0.6742, 5.7833, -1.5104)
H (1.9953, 4.7801, -2.3895)
H (1.8388, 2.3374, -1.4870)
H (0.8502, 0.5824, -2.7413)
H (-1.9166, 1.0611, 0.5999)
H (0.8701, -1.1182, 0.0534)
H (2.0532, 5.4799, 0.1024)
H (2.5231, 4.7473, 1.7313)
H (4.4354, 5.3624, -0.0112)
H (4.5746, 3.8106, 1.0313)
H (5.3579, 3.9483, -1.6469)
H (3.6262, 3.3979, -2.0965)
H (4.5030, 1.4027, -1.7867)
H (5.8640, 1.9665, -0.9749)
H (1.3119, 2.6235, 3.5728)
H (5.1770, 1.9807, 2.8968)
H (3.6936, 1.2976, 3.9706)
H (3.7068, 3.1356, 3.2467)
H (2.4233, -0.3760, 2.4139)
H (3.4450, -0.4082, 0.7510)
H (4.3298, -0.2824, 2.4114)
H (-0.6871, 2.8555, 1.4164)
H (0.2442, 4.2362, 2.3830)
C (7.9817, 0.0961, -1.9339)
O (6.7794, -0.6169, -2.0197)
P (6.1830, -1.9061, -1.0323)
O (5.2452, -0.9273, -0.3209)
O (7.6115, -1.9551, -0.1958)
C (8.7484, -2.5305, -0.8158)
O (5.5864, -3.1952, -0.0448)
C (6.2229, -4.4499, -0.1662)
H (7.8410, 1.0467, -2.4598)
H (8.2747, 0.3131, -0.9078)
H (8.7660, -0.4395, -2.4781)
H (9.5695, -1.8141, -0.7794)
H (8.5472, -2.7980, -1.8559)
H (9.0506, -3.4240, -0.2588)
H (7.1408, -4.4627, 0.4261)
H (6.4431, -4.6725, -1.2134)
H (5.5622, -5.2221, 0.2369)
C (-1.2156, 0.5876, 3.4053)
O (-2.4179, -0.1254, 3.3195)
P (-3.0144, -1.4146, 4.3070)
O (-3.9521, -0.4358, 5.0183)
O (-1.5859, -1.4636, 5.1434)
C (-0.4489, -2.0390, 4.5234)
O (-3.6109, -2.7038, 5.2944)
C (-2.9745, -3.9584, 5.1730)
H (-1.3563, 1.5382, 2.8795)
H (-0.9226, 0.8046, 4.4314)
H (-0.4313, 0.0520, 2.8612)
H (0.3722, -1.3226, 4.5598)
H (-0.6501, -2.3066, 3.4834)
H (-0.1467, -2.9325, 5.0805)
H (-2.0566, -3.9712, 5.7653)
H (-2.7542, -4.1810, 4.1258)
H (-3.6351, -4.7306, 5.5761)
C (-10.3015, 0.7591, 8.6590)
O (-9.1833, 0.3077, 9.3711)
P (-7.4991, 0.5512, 9.0594)
O (-7.4472, 1.6081, 10.1656)
O (-7.8514, 1.3129, 7.6317)
C (-8.2692, 0.5331, 6.5247)
O (-5.8149, 0.7946, 8.7478)
C (-5.2581, 0.1178, 7.6406)
H (-11.1585, 0.7386, 9.3410)
H (-10.1858, 1.7756, 8.2859)
H (-10.5349, 0.0532, 7.8557)
H (-9.2136, 0.9299, 6.1511)
H (-8.4006, -0.5164, 6.7986)
H (-7.5254, 0.6134, 5.7246)
H (-5.4755, 0.6644, 6.7200)
H (-5.6440, -0.9028, 7.5768)
H (-4.1712, 0.0875, 7.7546)
C (-3.2613, -3.7881, -0.0554)
O (-4.2789, -3.9270, 0.8966)
P (-5.2193, -5.3164, 1.3185)
O (-4.3745, -5.5046, 2.5812)
O (-4.5218, -6.1869, 0.0944)
C (-4.9187, -5.9291, -1.2412)
O (-6.1597, -6.7057, 1.7405)
C (-7.1160, -7.1486, 0.8006)
H (-2.6658, -2.9116, 0.2220)
H (-2.5990, -4.6515, -0.0985)
H (-3.7004, -3.5611, -1.0320)
H (-4.0306, -5.7201, -1.8382)
H (-5.6031, -5.0794, -1.3007)
H (-5.4041, -6.8208, -1.6527)
H (-6.6309, -7.7502, 0.0285)
H (-7.6374, -6.3003, 0.3499)
H (-7.8406, -7.7904, 1.3089)
C (1.2783, -8.4258, -3.3233)
O (1.5789, -7.1169, -2.9262)
P (2.1357, -6.5225, -1.3999)
O (3.5520, -6.3942, -1.9667)
O (1.9801, -8.0298, -0.7318)
C (0.6832, -8.5140, -0.4294)
O (2.6926, -5.9280, 0.1263)
C (1.7723, -5.9348, 1.1972)
H (1.3297, -8.4599, -4.4170)
H (1.9757, -9.1614, -2.9252)
H (0.2423, -8.6608, -3.0599)
H (0.5507, -9.4862, -0.9049)
H (-0.0935, -7.8304, -0.7805)
H (0.5911, -8.6489, 0.6538)
H (1.7208, -6.9323, 1.6398)
H (0.7826, -5.6174, 0.8592)
H (2.1269, -5.2504, 1.9726)
C (1.6264, 5.6731, -12.4787)
O (2.6413, 5.9806, -11.5640)
P (2.8631, 5.4455, -9.9339)
O (3.9442, 4.4679, -10.4020)
O (1.4050, 4.6610, -9.9702)
C (0.2144, 5.4255, -9.8938)
O (3.0850, 4.9103, -8.3038)
C (2.1938, 5.4142, -7.3313)
H (2.0129, 5.8774, -13.4830)
H (1.3183, 4.6295, -12.4367)
H (0.7821, 6.3543, -12.3331)
H (-0.4259, 5.1652, -10.7370)
H (0.4227, 6.4979, -9.9149)
H (-0.3186, 5.1733, -8.9705)
H (1.2572, 4.8522, -7.3553)
H (2.0031, 6.4778, -7.4950)
H (2.6348, 5.2736, -6.3408)

Atoms 1-6, force components in eV/Å:
C 0.2530 -1.2957 -1.6112
C -1.5770 2.7935 2.7662
N -1.6954 -1.2446 2.4016
C 0.1006 0.7388 -3.6333
C -1.6398 0.3626 0.6892
C -2.2177 -0.5758 -0.9972


(2)
ORCA calculation (wB97M-V/def2-TZVPD) on C22H26N4O3S in the gas phase at a distorted geometry.

Summary:
Lowest unoccupied orbital energy in eV: -0.23
SMILES string: CCCCNS(=O)(=O)c1ccc2nc(-c3cccnc3)cc(C(=O)NC(C)C)c2c1
Charge: 0
Calculated total energy in eV: -46155.106
ΔE to the lowest compared entry with this formula, charge and spin in kcal per mole: 505.65
HOMO-LUMO gap in Ha: 0.32744

CARTESIAN COORDINATES (ANGSTROEM)
C (3.3467, 2.9561, -2.6484)
C (4.7444, 2.4032, -2.1427)
C (4.6479, 1.0477, -1.7054)
C (3.5099, 0.6870, -0.6041)
N (3.8027, 1.2686, 0.4751)
S (2.9945, 0.8374, 2.0781)
O (3.2315, -0.6030, 2.3217)
O (3.4320, 1.8512, 2.9340)
C (1.2454, 1.1467, 1.5971)
C (0.7075, 2.3500, 1.6828)
C (-0.5457, 2.3813, 1.3523)
C (-1.4579, 1.3718, 1.1927)
N (-2.6952, 1.5772, 0.6572)
C (-3.4496, 0.6437, 0.6411)
C (-4.9295, 0.8378, 0.2457)
C (-5.8373, 0.0645, -0.2020)
C (-7.0488, 0.4360, -0.4975)
C (-7.5473, 1.5903, 0.1149)
N (-6.7026, 2.5511, 0.3548)
C (-5.3597, 2.0641, 0.7799)
C (-2.9692, -0.9567, 0.5645)
C (-1.7663, -0.9076, 0.8140)
C (-1.1817, -2.4411, 0.8636)
O (-1.6321, -3.2105, 1.7246)
N (-0.1155, -2.7804, 0.1632)
C (0.6727, -3.7086, 0.2004)
C (2.1571, -3.6253, 0.0486)
C (0.3396, -4.7938, -0.9208)
C (-0.8641, 0.3043, 1.1639)
C (0.5971, -0.0489, 1.4709)
H (3.5243, 3.8707, -3.0343)
H (3.0675, 2.2485, -3.4266)
H (2.5517, 3.1144, -1.7750)
H (5.4003, 2.5137, -2.9479)
H (5.0909, 3.0998, -1.4006)
H (4.0953, 0.3930, -2.4811)
H (5.4887, 0.6869, -1.3532)
H (2.5779, 0.8205, -0.9045)
H (3.4920, -0.2409, -0.3888)
H (3.8308, 2.3400, 0.5846)
H (1.4804, 3.3627, 1.7384)
H (-1.0830, 3.5585, 1.3581)
H (-5.3063, -0.9986, -0.6878)
H (-7.7954, -0.3675, -0.9760)
H (-8.4706, 2.0253, -0.2264)
H (-4.8198, 2.5601, 1.3334)
H (-3.6510, -1.5002, 0.5086)
H (0.2057, -1.9925, -0.4258)
H (0.2052, -4.3946, 0.9847)
H (2.6769, -4.5467, 0.5591)
H (2.3675, -2.9734, 1.0979)
H (2.3369, -2.9862, -0.5872)
H (0.3970, -4.1021, -1.7446)
H (0.6805, -5.7135, -1.0462)
H (-0.8605, -5.0457, -1.0722)
H (1.1906, -1.0261, 1.5932)

Atoms 1-6, force components in eV/Å:
C -0.1888 -2.7206 3.1583
C -2.9136 2.9023 0.0652
C -7.3189 -2.8576 -1.0589
C 2.8954 2.1494 -7.1125
N 1.6530 6.6995 12.5257
S 0.5431 -2.4609 -4.8349


(3)
ORCA calculation (wB97M-V/def2-TZVPD) on C4H8N2O in the gas phase at a distorted geometry.

Summary:
Lowest unoccupied orbital energy in eV: 0.97
SMILES string: CC1=NCCON1
Charge: 0
Calculated total energy in eV: -9303.145
ΔE to the lowest compared entry with this formula, charge and spin in kcal per mole: 74.91
HOMO-LUMO gap in Ha: 0.35788

CARTESIAN COORDINATES (ANGSTROEM)
C (-2.4205, 0.0106, 0.0019)
C (-0.9230, 0.1071, 0.0256)
N (-0.3480, 1.2495, -0.0275)
C (1.0980, 1.2317, -0.1285)
C (1.7894, -0.1001, 0.2462)
O (1.0538, -1.1691, -0.3365)
N (-0.2206, -1.1470, 0.2090)
H (-2.8556, 0.9996, 0.0146)
H (-2.8600, -0.4565, -0.8529)
H (-2.7442, -0.5008, 0.9342)
H (1.3884, 1.9978, 0.6411)
H (1.3827, 1.5240, -1.0907)
H (1.8245, -0.2474, 1.3830)
H (2.7945, -0.2394, -0.1695)
H (-0.6445, -1.9385, -0.3091)

Atoms 1-6, force components in eV/Å:
C 0.0033 0.0648 1.7178
C 0.5381 0.0053 -0.3499
N -0.6062 -1.6843 -0.6406
C 0.5182 0.0625 3.1866
C -0.2920 -0.1714 1.0182
O 1.1659 0.4582 -0.1518